Computed, not measured: CH5S2 as an isolated structure, with wB97M-V/def2-TZVPD.

E_tot = -22786.6584 eV
Gap between HOMO and LUMO (spin up / spin down) = 10.306 / 6.701 eV
LUMO (spin up / spin down) = 0.932 / -2.383 eV

ORCA input file:
```
! RIJCOSX wB97M-V def2-TZVPD def2/J DEFGRID3
* xyz 0 2
S 1.777 0.106 -1.384
H -1.538 -1.114 0.081
H 3.072 0.300 -1.015
H -2.150 0.183 1.060
S 0.181 0.145 1.309
C -1.331 -0.094 0.401
H -1.389 0.551 -0.474
H 1.377 -0.077 0.023
*
```